Entry 1:
Here is a structure of composition C6H8BeO6 at a distorted geometry from the OMol25 dataset. Energies are from the ωB97M-V functional and the def2-TZVPD basis.

Geometry (Å):
O 3.41 1.34 -1.48
C 2.86 0.74 -0.45
O 2.46 1.40 0.51
O 2.80 -0.53 -0.55
C 2.10 -1.29 0.48
C 0.62 -1.27 0.22
C -0.24 -0.70 1.06
C -1.72 -0.73 0.85
Be 1.50 2.42 0.95
H 2.36 -0.87 1.46
H 2.51 -2.30 0.39
H 0.28 -1.75 -0.70
H 0.11 -0.18 1.96
H -2.25 -1.01 1.77
H -2.04 -1.40 0.04
O -2.25 0.61 0.57
C -2.19 1.15 -0.57
O -2.40 2.33 -0.89
H -2.63 1.89 -2.10
O -2.40 0.50 -1.77
H -2.88 -0.36 -1.75

Properties
Multiplicity: 2
DFT total energy: -18998.5137 eV
<S²>: 0.75
Total charge: +3

Entry 2:
Here is a structure of composition C7H9N3 at a distorted geometry from the OMol25 dataset. Energies are from the ωB97M-V functional and the def2-TZVPD basis.

Geometry (Å):
C 0.81 1.64 1.09
C 0.19 0.30 0.57
C -0.56 -0.51 1.38
C -1.21 -1.54 0.89
C -1.07 -1.92 -0.55
C -0.23 -1.17 -1.26
C 0.47 0.05 -0.77
H 0.87 2.57 -1.00
H 1.83 3.28 0.82
H 0.53 1.33 2.93
H -1.01 0.06 2.38
H -1.80 -2.31 1.80
H -1.61 -2.61 -0.66
H -0.81 -2.00 -2.88
H 0.16 -0.63 -3.30
H 1.10 0.43 -1.49
N 1.44 2.43 0.21
N 0.81 2.07 2.43
N 0.08 -1.47 -2.58

Properties
DFT total energy: -11869.3657 eV

Entry 3:
Here is a structure of composition C24H10Cl2F5IrN4O2SSe3Te at a distorted geometry from the OMol25 dataset. Energies are from the ωB97M-V functional and the def2-TZVPD basis.

Geometry (Å):
Ir 0.16 -0.73 0.56
Cl 0.73 3.50 5.97
C 0.07 2.32 4.90
C 0.70 2.23 3.65
C 0.29 1.26 2.73
N 0.89 1.03 1.48
C 1.89 1.87 0.97
O 2.18 3.00 1.39
C 2.78 1.23 -0.07
C 3.82 2.03 -0.66
C 4.75 1.44 -1.48
C 4.73 0.04 -1.63
C 3.71 -0.68 -1.04
N 2.72 -0.07 -0.35
C -0.86 0.49 3.00
C -1.52 0.59 4.25
C -1.11 1.56 5.19
Cl -2.10 1.72 6.57
N -1.24 -0.45 2.04
C -2.61 -0.90 1.92
O -3.58 -0.36 2.44
C -2.70 -2.13 1.08
C -3.94 -2.76 0.79
C -4.00 -3.88 0.00
C -2.79 -4.47 -0.41
C -1.59 -3.82 -0.05
N -1.57 -2.67 0.64
H 1.54 2.85 3.40
H 3.82 3.08 -0.44
H 5.45 2.03 -2.06
H 5.52 -0.49 -2.16
H 3.55 -1.74 -1.14
H -2.37 -0.07 4.41
H -4.83 -2.30 1.22
H -4.96 -4.28 -0.31
H -2.75 -5.38 -0.97
H -0.63 -4.23 -0.30
Se 0.50 -1.88 -1.44
Se 1.95 -3.90 -1.41
Te 2.82 -3.78 0.90
Se 1.51 -1.98 2.14
F -0.75 2.91 -6.32
C -0.82 2.32 -5.12
C 0.34 1.87 -4.47
F 1.56 2.11 -5.03
C 0.28 1.39 -3.15
F 1.45 1.24 -2.49
C -0.96 1.15 -2.52
S -1.34 0.53 -0.97
C -2.09 1.52 -3.24
F -3.32 1.26 -2.74
C -2.04 2.07 -4.52
F -3.20 2.30 -5.18

Properties
Multiplicity: 6
DFT total energy: -290744.1808 eV
<S²>: 8.80
Total charge: -1